Entry 1:
A structure of composition C23H25F2N6O2Ru at a distorted geometry. Source: the OMol25 dataset; level of theory: the ωB97M-V functional and the def2-TZVPD basis.

calculated total energy = -1664.9687 a.u.
⟨S²⟩ = 8.793
highest occupied orbital energy (spin up / spin down) = -4.4 / -7.2 eV
frontier orbital gap (spin up / spin down) = 3.940 / 5.629 eV
energy above the lowest of the compared OMol25 structures with the same formula, charge and spin = 0.0 kJ/mol
spin multiplicity = 6
molecular weight = 556.559 g/mol

Geometry as XYZ:
```
59
Properties=species:S:1:pos:R:3:forces:R:3:lowdin_spin:R:1
Ru 1.0675 1.2764 0.3571 -1.4 -0.3 -0.3 3.042
N -0.0042 -0.5082 1.9203 0.0 -0.1 0.1 0.109
C -1.0077 -1.3590 1.2987 0.2 -0.1 -0.2 0.007
C -1.1168 -2.7677 1.9032 0.1 -0.1 -0.1 0.005
C 0.1961 -3.5560 2.0775 -0.1 0.1 -0.2 0.001
C 1.0444 -3.7435 0.8105 0.0 0.1 0.2 0.000
N 0.2862 -4.2289 -0.3370 0.1 0.8 0.1 0.000
C -0.1534 -5.4362 -0.5016 -0.1 -0.1 -0.2 0.000
N -0.9614 -5.6989 -1.5450 -0.2 0.0 -0.1 0.000
N 0.1831 -6.4470 0.3206 0.2 -0.2 0.1 0.000
C -0.7667 -1.3858 -0.2306 -0.2 0.1 0.2 0.012
O -1.3497 -2.2810 -0.8947 0.3 0.2 0.0 0.012
O -0.0080 -0.5058 -0.6912 0.3 0.1 -0.1 0.113
H 0.8465 -1.0222 2.1074 0.1 0.0 0.1 0.002
H -0.3166 -0.1009 2.7923 0.0 0.1 0.0 0.001
H -1.9798 -0.8764 1.4047 -0.1 0.1 0.1 0.000
H -1.8072 -3.3313 1.2723 0.0 0.0 0.0 0.001
H -1.5789 -2.6933 2.8894 0.0 0.0 0.0 0.000
H -0.0641 -4.5337 2.4905 0.0 0.0 0.0 0.000
H 0.8341 -3.0745 2.8220 0.0 0.0 0.0 0.000
H 1.8963 -4.3971 1.0109 0.0 0.0 0.0 0.000
H 1.4620 -2.7882 0.4965 0.1 0.0 0.0 0.000
H -0.2377 -3.4470 -0.8143 -0.1 -0.4 0.0 0.000
H -1.3492 -4.8956 -2.0218 0.0 0.0 0.0 0.000
H -1.5597 -6.5064 -1.4920 0.0 0.0 0.0 0.000
H 0.9509 -6.2796 0.9514 -0.1 -0.1 0.0 0.000
H 0.1380 -7.3802 -0.0555 0.0 0.0 0.1 0.000
C -0.6525 3.5212 3.7698 0.0 0.0 0.0 0.076
C -1.2621 4.5691 3.0892 0.0 0.0 0.0 0.025
C -1.2337 4.6140 1.7083 0.0 0.0 0.0 0.058
C -0.5956 3.6114 0.9587 0.0 -0.1 0.0 0.063
C 0.0364 2.5529 1.6589 0.2 0.2 -0.1 0.180
C 0.0031 2.5311 3.0454 -0.1 0.0 0.2 0.044
C -0.5820 3.5837 -0.4846 -0.1 0.1 -0.1 0.222
C -1.2002 4.5511 -1.2758 0.1 -0.1 -0.1 0.007
C -1.1794 4.4639 -2.6414 -0.1 0.1 0.0 0.213
C -0.5522 3.3403 -3.2766 0.1 -0.1 0.1 0.030
C -0.5406 3.1999 -4.6667 0.0 0.0 0.0 0.043
C 0.0399 2.1027 -5.2753 0.0 0.0 -0.1 0.034
C 0.6081 1.1197 -4.4779 0.0 -0.1 0.0 0.045
C 0.6108 1.2324 -3.0979 0.0 0.2 0.1 0.036
C 0.0531 2.3462 -2.4576 -0.1 0.1 -0.2 0.037
N 0.0594 2.4914 -1.0726 0.2 -0.2 0.5 0.262
H -0.6661 3.4776 4.8523 0.0 0.0 0.0 0.005
H -1.7629 5.3560 3.6398 0.0 0.0 0.0 0.000
H -1.7163 5.4395 1.2019 0.0 0.0 0.0 0.003
H 0.4982 1.7482 3.6039 -0.1 0.1 -0.1 0.001
H -1.6978 5.3843 -0.8010 0.0 0.0 0.0 -0.005
H -1.6474 5.2261 -3.2537 0.0 0.0 0.0 0.013
H -1.0046 3.9788 -5.2631 0.0 0.0 0.0 0.001
H 0.0393 2.0100 -6.3547 0.0 0.0 0.0 0.001
H 1.0529 0.2420 -4.9344 0.0 0.1 0.0 0.002
H 1.0370 0.4385 -2.5154 0.1 -0.1 0.1 0.003
F 2.8807 -0.5189 1.4286 0.0 0.2 0.3 0.042
C 2.5583 0.8004 1.8035 -0.1 -0.3 0.2 0.045
F 2.1729 0.7002 3.1264 0.2 -0.2 -0.2 0.010
H 3.4782 1.3701 1.8034 0.1 0.1 -0.2 0.005
N 3.7652 1.2661 -1.3754 -0.3 0.0 0.2 0.114
C 2.7557 1.2180 -0.8076 0.8 0.1 -0.4 0.079
```
Positions in Å, forces in eV/Å.

---

Entry 2:
A structure of composition C11H8Br4MnN2 at a distorted geometry. Source: the OMol25 dataset; level of theory: the ωB97M-V functional and the def2-TZVPD basis.

calculated total energy = -11978.6349 a.u.
⟨S²⟩ = 0.761
highest occupied orbital energy (spin up / spin down) = -21.7 / -21.7 eV
net charge = +4
frontier orbital gap (spin up / spin down) = 4.959 / 2.863 eV
spin multiplicity = 2
molecular weight = 542.753 g/mol

Geometry as XYZ:
```
26
Properties=species:S:1:pos:R:3:forces:R:3:nbo_charge:R:1
Mn 0.0001 0.0092 0.4552 0.0 1.4 -1.2 1.152
Br 6.4718 0.6287 0.1277 1.1 0.1 0.0 1.071
C 4.6247 0.4285 0.1311 -1.8 0.1 0.1 -0.090
C 4.0756 -0.8495 0.1625 0.8 0.0 0.0 -0.224
C 2.7069 -0.9581 0.1875 -0.5 0.5 -0.1 0.132
N 1.9023 0.1330 0.1796 0.6 -0.3 0.0 -0.503
C 2.4480 1.3866 0.1312 -0.9 -0.5 0.0 0.241
C 3.8034 1.5659 0.1160 1.3 0.0 0.0 -0.202
C 1.4211 2.4316 0.1044 0.2 0.6 0.0 0.137
C 1.6288 3.7840 0.0598 0.3 -0.9 0.0 -0.178
C 0.5056 4.6181 0.0244 0.1 2.3 0.0 0.021
Br 0.7404 6.4781 -0.0271 -0.1 -1.1 0.0 0.408
C -0.7854 4.1033 0.0335 -0.2 -0.8 0.0 -0.215
C -0.9196 2.7366 0.0883 -0.2 0.3 -0.1 0.100
N 0.1567 1.9140 0.1320 -0.3 -1.6 0.5 -0.493
H 4.6867 -1.7415 0.1652 0.0 -0.1 0.0 0.308
H 2.2432 -1.9342 0.2004 -0.1 -0.1 0.0 0.265
H 4.2341 2.5585 0.0899 -0.1 0.1 0.0 0.288
H 2.6309 4.1910 0.0502 -0.1 0.2 0.0 0.278
H -1.6656 4.7288 -0.0036 0.0 0.1 0.0 0.312
H -1.9052 2.2925 0.0851 -0.1 -0.2 0.0 0.254
Br -1.5117 -1.4664 1.4917 -0.4 -0.4 0.4 0.386
C -2.1323 -2.1181 -0.2487 0.1 0.1 0.0 -0.459
Br -1.0442 -1.0812 -1.5025 0.2 0.2 0.4 0.399
H -3.1792 -1.8741 -0.3737 -0.2 0.1 0.0 0.307
H -1.9050 -3.1719 -0.3419 0.1 -0.2 0.0 0.305
```
Positions in Å, forces in eV/Å.

---

Entry 3:
A cluster of 2 separate species, C9H12O2 in total at a distorted geometry. Source: the OMol25 dataset; level of theory: the ωB97M-V functional and the def2-TZVPD basis.

calculated total energy = -500.4240 a.u.
highest occupied orbital energy = -8.1 eV
frontier orbital gap = 8.914 eV
energy above the lowest of the compared OMol25 structures with the same formula, charge and spin = 518.3 kJ/mol
molecular weight = 152.193 g/mol

Geometry as XYZ:
```
23
Properties=species:S:1:pos:R:3:forces:R:3:nbo_charge:R:1
C -3.2322 -0.1267 -0.3123 0.2 -1.7 0.6 -0.288
C -2.9304 -1.4484 -0.1567 2.1 2.9 -0.2 0.052
C -2.0134 0.5857 -0.0187 -0.4 -0.1 -0.3 -0.192
C -1.0907 -0.3931 0.1883 4.9 2.8 0.8 0.334
C 1.6737 -1.5026 0.8306 2.0 4.0 0.8 -0.471
C 1.8631 -0.7350 -0.4752 -0.6 -1.5 -3.3 -0.267
C 0.9763 -0.2071 0.5437 -4.3 0.5 -0.3 0.354
C -1.8722 2.0472 0.0791 -0.3 -0.1 1.3 -0.625
C 3.1521 0.0262 -0.8468 -2.3 -2.0 -0.5 -0.605
O -1.5690 -1.5921 0.1165 -1.5 -1.7 -0.1 -0.439
O 1.2022 1.0143 1.1752 -0.9 -1.3 0.8 -0.709
H -4.2491 0.1452 -0.5663 0.3 0.6 0.1 0.229
H -3.4644 -2.3022 -0.1562 -1.6 -2.6 -0.2 0.189
H 1.1691 -2.3459 0.9349 -2.7 -3.6 -0.6 0.226
H 2.3532 -1.5331 1.6711 0.8 0.8 -0.2 0.220
H 1.3569 -1.3122 -1.3958 1.1 1.5 2.2 0.235
H -0.9145 2.4159 -0.0771 2.3 0.2 0.4 0.222
H -2.3303 2.5981 -0.6535 -1.9 0.7 -2.4 0.212
H -2.3061 2.5299 0.9537 0.3 -0.5 0.6 0.212
H 3.0714 0.7281 -1.6463 -0.2 0.0 -1.0 0.218
H 3.8706 -0.7343 -0.9563 1.3 -0.5 -0.6 0.224
H 3.3927 0.5845 -0.0404 1.2 1.7 2.8 0.188
H 1.8911 1.5577 0.8085 0.4 0.0 -0.8 0.479
```
Positions in Å, forces in eV/Å.

---

Entry 4:
A cluster of 11 separate species, C4H31NO10 in total at a distorted geometry. Source: the OMol25 dataset; level of theory: the ωB97M-V functional and the def2-TZVPD basis.

calculated total energy = -978.0974 a.u.
highest occupied orbital energy = -8.3 eV
frontier orbital gap = 8.102 eV
energy above the lowest of the compared OMol25 structures with the same formula, charge and spin = 281.1 kJ/mol
molecular weight = 253.289 g/mol

Geometry as XYZ:
```
46
Properties=species:S:1:pos:R:3:forces:R:3:nbo_charge:R:1
C 1.5790 1.0176 4.2555 -0.4 -1.7 1.0 -0.631
C 0.5938 0.2568 3.3581 1.4 0.1 -0.8 -0.212
N 1.3693 -0.3510 2.2552 -1.4 -0.9 -1.4 -0.445
C 2.4227 -1.3399 2.5289 -0.8 1.0 1.9 -0.423
C 0.3943 -0.9498 1.3483 0.0 0.4 -1.2 -0.442
H 1.2085 1.8495 4.8468 -0.2 0.3 -0.5 0.217
H 1.8720 0.3014 5.0307 0.4 0.1 0.0 0.203
H 2.4578 1.2340 3.6629 0.1 0.5 0.0 0.219
H -0.0529 0.9682 2.8465 -0.4 -0.1 0.2 0.195
H 0.0151 -0.5668 3.8025 -0.1 0.5 0.6 0.164
H 3.3044 -0.7445 2.7619 0.5 -0.6 -0.2 0.196
H 2.5406 -2.0638 1.7327 0.2 0.3 -0.3 0.211
H 2.1632 -1.9249 3.4300 0.2 -0.1 -0.1 0.171
H -0.2218 -1.8211 1.6191 0.5 -0.2 0.9 0.170
H -0.3458 -0.2356 0.9999 0.2 0.5 0.2 0.209
H 0.9141 -1.2557 0.4395 0.0 -0.1 -0.1 0.186
O -1.9769 3.1879 -1.1505 0.4 0.1 -0.6 -0.973
H -2.2585 2.9520 -0.2681 -0.3 -0.4 0.6 0.509
H -1.3204 3.8831 -1.0389 -0.1 0.2 0.0 0.483
O -3.5029 1.6853 0.9189 0.7 0.4 -0.4 -1.005
H -4.3570 2.1009 0.7967 -0.3 -0.4 0.2 0.483
H -3.5722 0.7821 1.2613 -0.4 -0.1 0.3 0.516
O 0.4552 -1.1273 -4.1988 -0.2 -0.2 -0.5 -0.944
H 1.3064 -1.1667 -3.7665 0.1 0.1 0.2 0.458
H -0.1264 -0.5639 -3.6800 0.2 0.2 0.3 0.484
O -0.5151 -4.2215 0.7849 -0.1 0.0 0.1 -0.942
H -1.2866 -4.7804 0.6528 0.0 0.0 0.0 0.470
H -0.5074 -3.6209 0.0343 0.0 0.0 -0.1 0.475
O 1.0638 4.4393 -1.8995 0.0 -1.2 -0.3 -0.924
H 0.5627 3.6200 -1.7579 -0.3 0.3 0.4 0.458
H 1.7361 4.0288 -2.4628 0.3 0.8 -0.1 0.465
O 2.9648 0.1887 -2.3241 -0.3 0.3 -0.4 -0.952
H 2.5263 0.6442 -3.0540 0.0 -0.1 0.0 0.471
H 3.4978 0.8874 -1.9391 0.2 0.0 0.3 0.481
O 2.6226 -2.5738 -1.5635 -0.2 0.1 0.2 -0.921
H 2.7119 -1.8843 -0.8997 0.2 -0.1 0.3 0.466
H 2.2765 -2.0332 -2.2756 0.1 -0.2 -0.3 0.456
O -3.1464 -1.1636 1.4792 0.1 0.8 -1.3 -0.975
H -2.5717 -1.5165 2.1287 0.5 -0.7 1.6 0.473
H -2.4586 -0.9954 0.7945 -0.7 -0.3 -0.1 0.494
O -1.8194 -0.4296 -0.7025 0.0 -0.4 0.2 -0.992
H -2.5835 0.1535 -0.6430 0.0 0.3 -0.4 0.485
H -1.4798 -0.3647 -1.6088 -0.3 0.2 0.2 0.514
O -1.4314 0.9909 -2.8477 0.4 -0.4 -0.5 -1.010
H -1.9849 1.0632 -3.6296 -0.1 0.3 0.1 0.489
H -1.6161 1.7273 -2.2411 -0.2 0.3 -0.1 0.519
```
Positions in Å, forces in eV/Å.

---

Entry 5:
An isolated molecule of C4H5BN2 at a distorted geometry. Source: the OMol25 dataset; level of theory: the ωB97M-V functional and the def2-TZVPD basis.

calculated total energy = -289.5607 a.u.
⟨S²⟩ = 2.021
highest occupied orbital energy (spin up / spin down) = -6.2 / -10.1 eV
frontier orbital gap (spin up / spin down) = 6.348 / 6.131 eV
energy above the lowest of the compared OMol25 structures with the same formula, charge and spin = 31.1 kJ/mol
spin multiplicity = 3
molecular weight = 91.910 g/mol

Geometry as XYZ:
```
12
Properties=species:S:1:pos:R:3:forces:R:3:nbo_charge:R:1
B 1.2072 0.1048 1.8531 -1.4 -0.2 -1.4 0.058
C -0.3467 1.1007 0.0068 -4.4 1.7 -5.2 0.040
C 0.1854 -1.2388 -0.3843 0.8 0.7 0.9 0.128
C -1.2251 -0.0756 -1.7594 1.0 -2.6 1.6 0.257
C 0.3323 0.0783 0.5392 3.8 -5.9 2.3 -0.169
N -1.1476 1.0000 -1.0957 1.5 3.5 3.3 -0.428
N -0.6326 -1.2890 -1.3741 0.9 -0.1 0.1 -0.433
H 1.9609 1.0879 1.8487 -0.5 -0.7 0.4 -0.012
H 0.9494 -0.7491 2.7030 0.8 0.6 -0.5 -0.024
H -0.3830 2.0395 0.3788 0.4 2.8 1.4 0.193
H 0.8717 -2.1011 -0.1067 -1.4 0.9 -0.3 0.208
H -1.7719 0.0424 -2.6092 -1.3 -0.8 -2.6 0.183
```
Positions in Å, forces in eV/Å.

---

Which of these has the highest molecular weight?
C23H25F2N6O2Ru

---

What is the molecular weight in the second record?
542.753 g/mol